[1]
The following is a DFT calculation (wB97M-V/def2-TZVPD) of a structure of composition C2H6Se2 at a distorted geometry.

## Properties
Spin multiplicity: 1
HOMO level (spin up / spin down) (eV): -7.20 / -7.42
Energy above the lowest of the compared OMol25 structures with the same formula, charge and spin (eV): 3.581
Largest force on an atom (Eh/bohr): 0.045
E (eV): -132858.806

Geometry (Å):
C1 -1.418 0.935 0.556
C2 2.294 -1.012 0.233
Se1 -2.591 -0.166 -0.375
Se2 1.072 0.468 0.275
H1 -1.757 0.761 1.594
H2 -1.238 1.908 0.097
H3 2.178 -1.909 -0.431
H4 2.939 -1.334 1.075
H5 -2.104 0.065 -1.856
H6 0.625 0.285 -1.168

Cartesian forces, eV/Å:
-0.198 -0.360 0.191
0.018 -0.743 -0.365
0.060 -0.332 -2.288
0.915 -1.651 -0.836
0.756 0.880 -0.391
-0.166 0.007 0.664
-0.484 1.274 0.328
-0.783 1.015 -0.124
-0.450 -0.170 1.749
0.331 0.081 1.073

And the Mulliken charges, in e, turn out to be: atom 1 (C): -0.849, atom 2 (C): -0.713, atom 3 (Se): -0.019, atom 4 (Se): 0.151, atom 5 (H): 0.309, atom 6 (H): 0.383, atom 7 (H): 0.280, atom 8 (H): 0.298, atom 9 (H): 0.052, atom 10 (H): 0.107

***

[2]
The following is a DFT calculation (wB97M-V/def2-TZVPD) of a structure of composition C2H7AlO2PS at a distorted geometry.

## Properties
Spin multiplicity: 1
HOMO level (eV): -4.36
Net charge: -1
Largest force on an atom (Eh/bohr): 0.074
E (eV): -33005.813

Geometry (Å):
S1 -1.844 -1.323 3.038
P1 -1.473 -0.257 1.438
Al1 -0.201 -1.394 -0.159
O1 0.024 -0.622 -1.877
C1 0.419 0.765 -1.482
C2 1.473 0.586 -0.222
O2 1.569 -0.814 0.310
H1 -2.659 0.284 0.801
H2 -0.638 0.859 1.895
H3 -0.508 -2.952 -0.083
H4 -0.656 1.221 -1.239
H5 0.733 1.424 -2.403
H6 2.556 0.806 -0.609
H7 1.206 1.417 0.592

Cartesian forces, eV/Å:
-0.451 -0.546 0.656
0.287 0.982 -0.063
3.006 0.217 -1.730
0.061 1.426 1.656
-2.168 -1.376 -0.339
1.365 0.407 -0.051
-2.655 2.507 -1.065
0.572 0.285 0.548
-1.006 -0.305 -0.754
-0.090 0.108 -0.097
2.354 -0.241 0.309
0.141 -1.490 1.732
-1.975 -0.103 0.604
0.558 -1.870 -1.407

And the Mulliken charges, in e, turn out to be: atom 1 (S): -0.516, atom 2 (P): 0.002, atom 3 (Al): 0.479, atom 4 (O): -0.546, atom 5 (C): -0.226, atom 6 (C): -0.246, atom 7 (O): -0.513, atom 8 (H): 0.049, atom 9 (H): 0.025, atom 10 (H): -0.274, atom 11 (H): 0.089, atom 12 (H): 0.249, atom 13 (H): 0.277, atom 14 (H): 0.150

***

[3]
The following is a DFT calculation (wB97M-V/def2-TZVPD) of a structure of composition C2H7BCaClNO2P at a distorted geometry.

## Properties
Spin multiplicity: 1
HOMO level (eV): -10.07
Net charge: +1
Largest force on an atom (Eh/bohr): 0.066
E (eV): -48691.422

Geometry (Å):
C1 -0.182 -1.422 0.449
C2 0.882 -0.484 -0.316
B1 0.220 0.778 -1.097
O1 1.114 1.809 -1.520
N1 -1.160 0.868 -1.409
P1 -2.035 1.663 -0.187
O2 -0.965 2.012 1.116
Cl1 -3.279 0.085 0.589
H1 -1.224 -1.297 0.105
H2 -0.108 -1.192 1.530
H3 0.092 -2.519 0.244
H4 1.516 -1.084 -1.081
H5 1.626 -0.100 0.500
H6 1.966 1.623 -1.122
H7 -0.843 1.232 1.668
Ca1 2.380 -1.973 0.531

Cartesian forces, eV/Å:
1.770 -0.604 -0.501
-0.095 -0.328 0.440
-1.295 2.569 -1.825
-0.609 -1.919 0.873
0.792 0.151 3.094
1.030 0.061 -1.905
-0.540 -0.901 -0.831
0.241 -0.168 0.419
0.476 0.224 -0.083
-0.342 -0.302 -0.338
-0.643 0.782 0.450
-1.078 1.072 0.053
-0.908 0.613 -1.020
0.533 0.474 -0.197
-0.081 -0.019 0.341
0.749 -1.705 1.031

And the Mulliken charges, in e, turn out to be: atom 1 (C): -1.143, atom 2 (C): -0.394, atom 3 (B): 0.134, atom 4 (O): -0.457, atom 5 (N): -0.335, atom 6 (P): 0.343, atom 7 (O): -0.487, atom 8 (Cl): -0.294, atom 9 (H): 0.015, atom 10 (H): 0.568, atom 11 (H): 0.495, atom 12 (H): 0.375, atom 13 (H): 0.130, atom 14 (H): 0.212, atom 15 (H): 0.282, atom 16 (Ca): 1.557

***

[4]
The following is a DFT calculation (wB97M-V/def2-TZVPD) of an isolated molecule of C2H7BO at a distorted geometry.

## Properties
SMILES: BOCC
Spin multiplicity: 1
HOMO level (eV): -10.39
Energy above the lowest of the compared OMol25 structures with the same formula, charge and spin (eV): 2.347
Largest force on an atom (Eh/bohr): 0.158
E (eV): -4910.147

Geometry (Å):
B1 -2.138 -0.056 -0.001
C1 1.705 -0.140 -0.307
C2 0.298 0.104 0.343
O1 -0.717 -0.643 -0.318
H1 -2.353 0.690 0.716
H2 -2.940 -0.461 -0.625
H3 1.460 0.020 -1.335
H4 2.519 0.515 -0.016
H5 1.959 -1.210 -0.149
H6 0.024 1.175 0.253
H7 0.184 0.005 1.440

Cartesian forces, eV/Å:
6.362 -4.158 -2.925
-1.933 -1.200 0.958
0.455 1.754 0.819
-4.303 1.952 1.107
-0.155 3.214 3.221
-1.920 -1.370 -1.685
0.380 -0.056 -0.944
-0.179 0.110 0.356
0.127 0.699 -0.205
0.504 -0.221 -0.369
0.662 -0.722 -0.333

And the Mulliken charges, in e, turn out to be: atom 1 (B): 0.335, atom 2 (C): -0.988, atom 3 (C): -0.210, atom 4 (O): -0.466, atom 5 (H): -0.062, atom 6 (H): -0.054, atom 7 (H): 0.278, atom 8 (H): 0.346, atom 9 (H): 0.245, atom 10 (H): 0.261, atom 11 (H): 0.315

***

[5]
The following is a DFT calculation (wB97M-V/def2-TZVPD) of an isolated molecule of C2H7BrN2 at a distorted geometry.

## Properties
SMILES: CNN(C)Br
Spin multiplicity: 1
HOMO level (eV): -9.41
Energy above the lowest of the compared OMol25 structures with the same formula, charge and spin (eV): 1.268
Largest force on an atom (Eh/bohr): 0.063
E (eV): -75206.951

Geometry (Å):
C1 0.941 1.529 0.358
C2 -0.555 -1.759 -0.001
N1 0.301 0.498 -0.502
N2 -0.762 -0.371 0.526
Br1 -2.579 0.305 0.091
H1 1.243 2.323 -0.285
H2 0.275 1.936 1.041
H3 1.792 1.198 0.913
H4 0.564 -1.706 0.270
H5 -1.178 -2.524 0.490
H6 -0.588 -1.694 -1.059
H7 -0.298 1.056 -1.122

Cartesian forces, eV/Å:
-0.013 -1.197 -1.171
1.965 2.083 1.466
-1.393 -0.702 2.259
0.669 1.736 -2.254
0.982 -0.489 0.165
0.423 0.622 -0.638
-1.515 0.787 1.368
0.561 -0.672 0.105
-1.511 -1.360 -0.358
0.417 0.495 -0.190
-0.344 -0.647 -1.049
-0.242 -0.657 0.296

And the Mulliken charges, in e, turn out to be: atom 1 (C): -0.785, atom 2 (C): -0.632, atom 3 (N): -0.372, atom 4 (N): -0.228, atom 5 (Br): -0.117, atom 6 (H): 0.351, atom 7 (H): 0.344, atom 8 (H): 0.265, atom 9 (H): 0.289, atom 10 (H): 0.268, atom 11 (H): 0.334, atom 12 (H): 0.282

***

[6]
The following is a DFT calculation (wB97M-V/def2-TZVPD) of a cluster of 2 separate species, C2H7BrNO in total at a distorted geometry.

## Properties
Spin multiplicity: 1
HOMO level (eV): -14.68
Net charge: +1
Energy above the lowest of the compared OMol25 structures with the same formula, charge and spin (eV): 0.000
Largest force on an atom (Eh/bohr): 0.020
E (eV): -75760.342

Geometry (Å):
C1 0.295 -0.663 -0.364
C2 1.447 0.240 -0.526
N1 -0.312 -0.726 0.754
O1 1.687 0.908 0.676
Br1 -3.363 0.069 -0.103
H1 -0.022 -1.266 -1.209
H2 2.315 -0.360 -0.853
H3 1.213 0.927 -1.359
H4 -4.561 0.757 -0.025
H5 -1.140 -1.292 0.913
H6 0.022 -0.117 1.508
H7 2.422 1.524 0.588

Cartesian forces, eV/Å:
0.154 0.044 0.020
0.490 0.247 -0.272
0.070 0.209 0.143
-0.255 -0.140 0.095
0.821 -0.453 -0.156
-0.128 -0.041 0.093
-0.238 -0.012 -0.016
-0.037 -0.163 0.078
-0.904 0.494 0.103
0.108 -0.050 -0.010
-0.090 -0.147 -0.090
0.008 0.014 0.013

And the Mulliken charges, in e, turn out to be: atom 1 (C): 0.103, atom 2 (C): -0.293, atom 3 (N): -0.175, atom 4 (O): -0.533, atom 5 (Br): -0.235, atom 6 (H): 0.380, atom 7 (H): 0.330, atom 8 (H): 0.329, atom 9 (H): 0.259, atom 10 (H): 0.277, atom 11 (H): 0.231, atom 12 (H): 0.328

***

[7]
The following is a DFT calculation (wB97M-V/def2-TZVPD) of a cluster of 2 separate species, C2H7BrOSi in total at a distorted geometry.

## Properties
Spin multiplicity: 3
HOMO level (spin up / spin down) (eV): -5.92 / -10.43
Energy above the lowest of the compared OMol25 structures with the same formula, charge and spin (eV): 1.138
Largest force on an atom (Eh/bohr): 0.100
E (eV): -82149.162

Geometry (Å):
C1 0.111 1.728 -0.294
C2 -0.950 0.192 0.916
O1 -0.174 -0.874 0.861
Si1 0.281 -1.933 -0.178
Br1 -2.594 -0.014 -0.036
H1 -0.531 2.602 -0.476
H2 0.542 1.439 -1.184
H3 0.951 1.918 0.464
H4 -0.955 0.792 1.864
H5 -1.065 -2.312 -0.794
H6 1.263 -2.628 0.682
H7 0.826 -1.283 -1.429

Cartesian forces, eV/Å:
2.663 4.374 0.332
-2.401 -1.623 2.438
-0.436 3.444 3.407
0.118 -1.566 -3.787
0.185 0.503 0.331
-0.173 -0.594 0.545
0.714 -1.227 -2.071
-1.639 -0.579 -0.648
-0.157 -0.792 -1.063
0.872 -0.990 0.562
-0.209 -0.619 -0.589
0.463 -0.330 0.544

And the Mulliken charges, in e, turn out to be: atom 1 (C): -1.103, atom 2 (C): -0.229, atom 3 (O): 0.009, atom 4 (Si): 0.252, atom 5 (Br): -0.139, atom 6 (H): 0.350, atom 7 (H): 0.426, atom 8 (H): 0.312, atom 9 (H): 0.420, atom 10 (H): -0.104, atom 11 (H): -0.076, atom 12 (H): -0.117

***

[8]
The following is a DFT calculation (wB97M-V/def2-TZVPD) of a cluster of 2 separate species, C2H7Cl2N2P in total at a distorted geometry.

## Properties
Spin multiplicity: 1
HOMO level (spin up / spin down) (eV): -9.43 / -8.80
Energy above the lowest of the compared OMol25 structures with the same formula, charge and spin (eV): 3.293
Largest force on an atom (Eh/bohr): 0.084
E (eV): -39498.876

Geometry (Å):
C1 0.623 0.351 1.412
C2 -0.827 -0.670 -0.371
N1 1.414 -2.139 -1.697
N2 0.411 -0.530 0.249
P1 1.723 -1.043 -0.613
Cl1 2.806 -1.537 1.054
Cl2 2.394 2.314 -0.667
H1 0.940 -0.241 2.312
H2 1.435 1.082 1.126
H3 -0.331 0.804 1.503
H4 -0.587 -1.261 -1.150
H5 -1.402 -1.389 0.264
H6 -1.425 0.277 -0.456
H7 0.948 -1.792 -2.482

Cartesian forces, eV/Å:
1.119 -0.693 -0.427
-2.938 0.810 3.047
2.148 0.628 2.460
3.093 0.774 0.834
-1.181 -0.436 1.350
0.566 -0.179 -1.502
-0.099 -1.242 -0.082
-0.584 0.625 -0.823
-0.908 -0.321 0.455
-0.591 0.893 0.709
-0.474 -1.167 -3.524
-0.128 0.676 -0.131
0.725 -0.913 -0.570
-0.749 0.545 -1.795

And the Mulliken charges, in e, turn out to be: atom 1 (C): -0.820, atom 2 (C): -0.951, atom 3 (N): -0.638, atom 4 (N): 0.192, atom 5 (P): 0.666, atom 6 (Cl): -0.144, atom 7 (Cl): -0.506, atom 8 (H): 0.240, atom 9 (H): 0.262, atom 10 (H): 0.349, atom 11 (H): 0.433, atom 12 (H): 0.340, atom 13 (H): 0.266, atom 14 (H): 0.311

***

[9]
The following is a DFT calculation (wB97M-V/def2-TZVPD) of a structure of composition C2H7Cl2N2P at a distorted geometry.

## Properties
Spin multiplicity: 1
HOMO level (eV): -7.45
Energy above the lowest of the compared OMol25 structures with the same formula, charge and spin (eV): 2.891
Largest force on an atom (Eh/bohr): 0.090
E (eV): -39499.277

Geometry (Å):
C1 1.774 -0.036 0.925
C2 -0.611 -0.356 -1.599
N1 1.007 -0.632 -0.108
N2 0.028 0.187 -0.449
P1 -1.748 0.349 1.013
Cl1 -3.222 1.228 -0.058
Cl2 -1.233 1.914 2.052
H1 1.489 1.002 0.915
H2 1.294 -0.463 1.876
H3 2.866 -0.209 1.080
H4 -1.576 0.296 -1.818
H5 0.010 -0.258 -2.536
H6 -0.848 -1.324 -1.338
H7 0.770 -1.696 0.044

Cartesian forces, eV/Å:
-0.349 -1.076 3.686
-1.836 3.712 -2.104
0.802 -2.789 -0.094
-1.949 1.699 0.085
1.210 -2.303 -1.368
-0.433 0.139 -0.641
0.939 1.610 1.176
0.543 0.468 0.017
0.873 0.866 -0.485
-0.797 -0.058 -1.033
1.881 -1.641 0.415
-0.327 -0.369 1.136
-0.953 -2.676 -0.388
0.397 2.420 -0.403

And the Mulliken charges, in e, turn out to be: atom 1 (C): -0.774, atom 2 (C): -0.786, atom 3 (N): -0.122, atom 4 (N): -0.354, atom 5 (P): 0.369, atom 6 (Cl): -0.221, atom 7 (Cl): -0.154, atom 8 (H): 0.321, atom 9 (H): 0.269, atom 10 (H): 0.250, atom 11 (H): 0.221, atom 12 (H): 0.274, atom 13 (H): 0.425, atom 14 (H): 0.282

***

Question: What is the spin multiplicity in the ninth record?
Answer: 1

***

Copy entry 2 word for word.
The following is a DFT calculation (wB97M-V/def2-TZVPD) of a structure of composition C2H7AlO2PS at a distorted geometry.

## Properties
Spin multiplicity: 1
HOMO level (eV): -4.36
Net charge: -1
Largest force on an atom (Eh/bohr): 0.074
E (eV): -33005.813

Geometry (Å):
S1 -1.844 -1.323 3.038
P1 -1.473 -0.257 1.438
Al1 -0.201 -1.394 -0.159
O1 0.024 -0.622 -1.877
C1 0.419 0.765 -1.482
C2 1.473 0.586 -0.222
O2 1.569 -0.814 0.310
H1 -2.659 0.284 0.801
H2 -0.638 0.859 1.895
H3 -0.508 -2.952 -0.083
H4 -0.656 1.221 -1.239
H5 0.733 1.424 -2.403
H6 2.556 0.806 -0.609
H7 1.206 1.417 0.592

Cartesian forces, eV/Å:
-0.451 -0.546 0.656
0.287 0.982 -0.063
3.006 0.217 -1.730
0.061 1.426 1.656
-2.168 -1.376 -0.339
1.365 0.407 -0.051
-2.655 2.507 -1.065
0.572 0.285 0.548
-1.006 -0.305 -0.754
-0.090 0.108 -0.097
2.354 -0.241 0.309
0.141 -1.490 1.732
-1.975 -0.103 0.604
0.558 -1.870 -1.407

And the Mulliken charges, in e, turn out to be: atom 1 (S): -0.516, atom 2 (P): 0.002, atom 3 (Al): 0.479, atom 4 (O): -0.546, atom 5 (C): -0.226, atom 6 (C): -0.246, atom 7 (O): -0.513, atom 8 (H): 0.049, atom 9 (H): 0.025, atom 10 (H): -0.274, atom 11 (H): 0.089, atom 12 (H): 0.249, atom 13 (H): 0.277, atom 14 (H): 0.150

***

Question: E of number 7 (C2H7BrOSi)?
Answer: -82149.162 eV